[1]
Here is a molecular structure, C49H39Cl3N5S3W from OMol25. Energies are from ωB97M-V with the def2-TZVPD basis set.

Geometry (Å):
1 W 0.23 0.73 0.18
2 Cl 1.22 1.48 -2.11
3 Cl -1.92 2.16 0.23
4 Cl 1.23 5.22 1.65
5 S 0.19 -0.16 3.31
6 S 2.60 -1.76 2.73
7 S 3.28 -0.38 0.44
8 N -0.40 0.02 1.96
9 N 3.67 -0.96 1.92
10 N 0.97 2.43 0.46
11 N 1.62 -0.93 3.60
12 N 1.85 -0.48 0.06
13 C -2.14 2.09 -1.50
14 C -0.68 2.26 4.10
15 C 4.96 -2.59 3.80
16 C 5.68 -2.74 -2.61
17 C 1.81 -2.94 1.65
18 C 2.70 -3.71 0.90
19 C 4.06 3.30 1.79
20 C 0.44 -3.11 1.54
21 C -0.55 3.55 4.58
22 C -0.94 -1.10 4.33
23 C -1.74 0.90 -2.11
24 C 2.20 -4.64 0.01
25 C -1.87 0.85 -3.50
26 C 0.82 -4.81 -0.12
27 C 6.30 -2.34 -1.43
28 C 1.31 3.42 -0.35
29 C 5.31 3.07 -0.26
30 C 0.42 1.42 4.12
31 C -2.72 3.10 -3.58
32 C 3.58 2.01 1.65
33 C 5.60 -1.61 -0.49
34 C -2.34 1.93 -4.22
35 C 5.14 -4.24 5.54
36 C -0.04 -4.05 0.65
37 C 2.16 5.36 -2.24
38 C 1.64 1.83 4.62
39 C -2.65 -2.66 5.80
40 C -1.41 -2.32 6.32
41 C 1.94 5.72 -0.91
42 C 2.96 -3.54 4.79
43 C 3.75 -4.31 5.62
44 C 4.36 -2.41 -2.85
45 C -2.63 3.18 -2.19
46 C 1.95 4.05 -2.66
47 C -2.18 -1.42 3.80
48 C 4.27 -1.30 -0.74
49 C -1.17 -0.20 -1.28
50 C 1.77 3.13 5.08
51 C 1.53 4.77 0.00
52 C 5.74 -3.37 4.63
53 C 0.68 3.99 5.06
54 C 4.85 1.77 -0.41
55 C 1.52 3.14 -1.73
56 C 3.64 -1.68 -1.91
57 C 4.91 3.82 0.83
58 C 4.00 1.25 0.56
59 C 3.57 -2.68 3.88
60 C -0.54 -1.53 5.58
61 C -3.04 -2.21 4.55
62 H -4.01 -2.48 4.15
63 H 3.29 -4.98 6.33
64 H 0.78 5.00 5.43
65 H 2.61 -1.42 -2.06
66 H -0.78 -0.98 -1.94
67 H 2.12 3.76 -3.68
68 H 0.44 -1.27 5.95
69 H 7.33 -2.60 -1.25
70 H -1.62 1.90 3.70
71 H 6.24 -3.30 -3.35
72 H -2.92 4.07 -1.66
73 H -1.11 -4.19 0.55
74 H 2.92 1.56 2.37
75 H 3.76 -3.57 1.02
76 H -1.40 4.21 4.58
77 H 5.28 4.83 0.95
78 H -1.98 -0.65 -0.69
79 H 2.49 6.10 -2.95
80 H 2.88 -5.23 -0.59
81 H 3.74 3.88 2.64
82 H 5.40 -1.90 3.09
83 H 0.43 -5.54 -0.81
84 H 6.06 -1.29 0.44
85 H -3.32 -3.29 6.38
86 H 2.72 3.48 5.46
87 H 6.82 -3.30 4.58
88 H -2.42 1.87 -5.30
89 H -2.45 -1.06 2.82
90 H -0.24 -2.52 2.14
91 H 1.88 -3.59 4.84
92 H 5.98 3.48 -0.99
93 H -1.59 -0.06 -4.01
94 H 2.47 1.14 4.64
95 H 5.75 -4.85 6.18
96 H 5.16 1.16 -1.24
97 H -1.11 -2.67 7.30
98 H -3.08 3.95 -4.14
99 H 2.07 6.74 -0.60
100 H 3.88 -2.71 -3.77

Net charge: +1
DFT total energy, Eh: -4806.16855
HOMO (spin up / spin down), eV: -7.58 / -7.71
Orbital gap (spin up / spin down), eV: 5.090 / 5.185
Energy above the lowest of the compared OMol25 structures with the same formula, charge and spin, kcal/mol: 10.6

---

[2]
Here is a molecular structure, C49H39F2N5O10PbSTe from OMol25. Energies are from ωB97M-V with the def2-TZVPD basis set.

Geometry (Å):
1 Pb 0.88 1.88 -0.74
2 Te 0.23 -1.19 0.30
3 S -1.05 4.50 2.61
4 F -3.05 3.60 -4.47
5 F -1.70 6.84 -1.43
6 O 0.29 0.48 2.12
7 O 2.08 2.51 -2.63
8 O 1.38 4.88 -3.64
9 O 2.10 2.73 1.89
10 O 0.51 -0.72 -7.70
11 O 2.73 -1.36 -3.48
12 O 0.05 1.26 -8.39
13 O 0.04 3.57 1.78
14 O 0.16 4.88 -5.40
15 O 2.06 -0.02 -1.83
16 N -0.71 0.68 -2.47
17 N 0.86 4.30 -4.58
18 N 0.45 0.49 -7.53
19 N -1.32 -1.00 1.56
20 N 2.24 -0.25 -3.10
21 C -0.86 -0.05 2.34
22 C -3.68 0.40 4.81
23 C 1.20 3.29 2.46
24 C 1.13 3.83 3.80
25 C -0.83 3.31 -1.57
26 C 3.65 -2.22 2.77
27 C 4.24 -3.89 4.54
28 C 0.32 -3.97 -1.02
29 C -0.23 5.27 5.21
30 C 3.27 -3.29 3.56
31 C 1.77 0.66 -4.06
32 C -0.60 -0.58 -2.89
33 C -1.03 1.14 4.50
34 C -1.72 1.51 5.65
35 C 3.24 -0.45 1.06
36 C 0.73 5.15 6.20
37 C -1.61 1.48 -3.08
38 C 1.81 -3.76 -0.98
39 C 1.08 2.89 -4.77
40 C -0.29 -3.88 2.40
41 C -1.64 5.56 -1.86
42 C -2.99 -2.09 -0.57
43 C -1.53 -5.40 -1.66
44 C 1.67 2.07 -3.74
45 C -2.37 5.21 -2.97
46 C -0.58 -2.99 -0.59
47 C -1.38 -1.16 -3.86
48 C 1.50 -2.19 1.70
49 C -0.17 -5.17 -1.53
50 C 2.79 -1.65 1.84
51 C 1.99 -3.80 3.40
52 C -0.86 4.64 -1.19
53 C -1.62 2.90 -2.67
54 C -0.03 4.58 4.02
55 C 0.87 1.02 -6.26
56 C -2.48 0.95 -4.03
57 C 2.08 3.70 4.82
58 C -2.99 0.02 3.67
59 C 1.43 0.17 -5.31
60 C -2.40 -4.38 -1.34
61 C 1.86 4.35 6.02
62 C -2.04 -6.72 -2.17
63 C 1.09 -3.27 2.49
64 C -2.34 3.88 -3.36
65 C -3.05 1.14 5.80
66 C -1.66 0.39 3.51
67 C 0.68 2.36 -6.00
68 C -1.96 -3.16 -0.82
69 C -2.37 -0.37 -4.42
70 H -4.72 0.12 4.93
71 H -2.55 -1.10 -0.67
72 H -1.11 5.88 5.36
73 H -3.58 1.42 6.70
74 H 1.57 -0.88 -5.52
75 H 1.67 -4.64 4.02
76 H 4.65 -1.80 2.89
77 H 2.07 -2.70 -0.94
78 H 0.60 5.69 7.13
79 H 0.54 -5.93 -1.84
80 H -1.22 2.09 6.42
81 H -1.44 -7.08 -3.01
82 H -3.47 -0.57 2.90
83 H 2.58 4.25 6.82
84 H -2.93 5.93 -3.55
85 H 2.95 3.09 4.65
86 H 0.19 -1.16 -2.44
87 H -0.28 -4.72 1.70
88 H -3.05 -0.79 -5.16
89 H 0.00 1.41 4.37
90 H -1.98 -7.47 -1.38
91 H -1.22 -2.18 -4.15
92 H 2.26 -4.26 -0.12
93 H 4.78 -3.12 5.08
94 H -3.81 -2.19 -1.27
95 H -3.46 -4.52 -1.50
96 H -0.58 -4.27 3.38
97 H 0.24 3.01 -6.74
98 H -3.25 1.56 -4.47
99 H -0.26 5.00 -0.36
100 H -3.37 -2.17 0.45
101 H 4.30 -0.26 1.21
102 H -3.08 -6.64 -2.48
103 H -1.02 -3.15 2.08
104 H 2.27 -4.16 -1.89
105 H 3.72 -4.53 5.26
106 H 2.69 0.43 1.41
107 H 4.97 -4.51 4.01
108 H 3.06 -0.56 -0.01

Expectation value of S²: 0.773
Multiplicity: 2
Net charge: -1
DFT total energy, Eh: -3975.40730
HOMO (spin up / spin down), eV: -3.33 / -5.30
Orbital gap (spin up / spin down), eV: 4.938 / 6.913

---

Q: The lowest DFT total energy belongs to which entry?
A: C49H39Cl3N5S3W

---

Q: Which value of net charge does entry 2 give?
A: -1